1.
The following is a DFT calculation (ωB97M-V/def2-TZVPD) of a molecular structure, C2H7N3O.

Cartesian coordinates (Å):
O (0.0777, -2.4535, 0.0878)
N (0.3749, 0.1666, -0.2854)
N (-0.6342, 0.8444, 0.3169)
N (-0.1028, 1.5824, 1.2699)
C (0.1102, -1.3946, 0.7197)
C (0.0699, -0.0566, -1.7024)
H (-0.9059, -0.8682, 1.0870)
H (-0.7064, 2.2617, 1.7133)
H (0.7162, -0.8584, -2.0592)
H (-0.9658, -0.3699, -1.8649)
H (0.9021, 1.5137, 1.4020)
H (0.7821, -1.2186, 1.5856)
H (0.2821, 0.8510, -2.2703)

The calculation puts the energy above the lowest of the compared OMol25 structures with the same formula, charge and spin at 132.7 kcal/mol. The HOMO energy (alpha / beta) is -8.387 / -8.386 eV. The HOMO-LUMO gap (alpha / beta) is 7.6474 / 7.6437 eV.

=====

2.
The following is a DFT calculation (ωB97M-V/def2-TZVPD) of 5 unconnected molecules or ions with the total composition C30H75N5O10.

Cartesian coordinates (Å):
O (-10.6472, -3.5276, -10.3231)
O (0.8248, 3.4278, 6.3871)
O (6.9878, 0.5231, 11.6170)
O (2.6646, -2.2221, 10.2361)
O (-5.5882, 0.3251, -8.9137)
O (-1.0051, 1.8132, 0.2424)
O (6.6490, -0.7535, 0.5063)
O (-3.8976, 5.4100, -9.5174)
O (10.7755, -2.9471, 2.5517)
O (-9.0949, -2.1624, -5.0788)
N (5.3790, -2.0503, 11.9272)
N (8.5360, -0.0134, 3.2000)
N (-5.3151, 2.9956, -8.1150)
N (0.1899, 2.1458, 3.0656)
N (-10.3441, -4.0850, -7.5774)
C (-11.6196, -4.4466, -8.1540)
C (12.1063, -3.4639, 2.9883)
C (-0.1007, 2.1637, 4.4979)
C (-11.2056, -4.7131, -9.6083)
C (1.8834, 4.1493, 6.9028)
C (8.9582, -1.2958, 2.6402)
C (-3.6980, 4.8456, -8.1749)
C (6.9410, 0.4232, 1.2819)
C (4.7869, -1.1951, 10.8581)
C (6.8031, -2.0545, 11.8910)
C (0.0305, 2.7787, 0.7024)
C (6.8741, -0.6417, -0.8749)
C (-3.7542, 6.8917, -9.5432)
C (-3.8830, 3.3014, -8.1213)
C (2.4622, -3.2807, 11.1250)
C (-9.7628, -4.0064, -11.3825)
C (3.2647, -1.0686, 10.7207)
C (10.3471, -1.7634, 3.1632)
C (-5.8274, 2.7861, -9.4228)
C (-5.6873, 1.2954, -9.9466)
C (-0.2632, 3.2237, 2.1211)
C (0.6525, 3.4375, 4.9737)
C (-10.4126, -3.9234, -6.1839)
C (-0.6655, 1.0546, -0.8953)
C (-4.3801, -0.3262, -8.8569)
C (7.3036, 1.7977, 12.1212)
C (-9.0631, -3.4565, -5.5397)
C (7.1114, 0.3072, 2.7929)
C (-7.8137, -1.8306, -4.3861)
C (7.4016, -0.6530, 12.3578)
H (1.3826, -3.4198, 11.1823)
H (5.0053, -2.9882, 11.9578)
H (0.1610, 4.1980, 2.3639)
H (-5.2884, 2.0153, -7.8735)
H (6.4103, 0.1937, -1.3995)
H (2.9716, -0.2699, 10.0392)
H (-11.8121, -5.3860, -7.6357)
H (6.8392, 1.1764, 3.3918)
H (10.4194, -2.0499, 4.2124)
H (9.3003, -1.1761, 1.6122)
H (-3.8362, 7.2845, -10.5566)
H (-4.2597, 5.3490, -7.3880)
H (1.5951, 3.4957, 4.4293)
H (-10.9193, -4.7563, -5.6963)
H (6.5470, -1.5495, -1.3819)
H (6.9787, 1.9313, 13.1531)
H (-11.1454, -3.1411, -5.9860)
H (-1.5192, 0.4360, -1.1721)
H (-4.2479, -0.8886, -9.7812)
H (1.5652, 4.4755, 7.8930)
H (-3.6589, 0.4605, -8.6354)
H (-12.1305, -4.9403, -10.1384)
H (12.7826, -2.6246, 3.1507)
H (-2.6618, 4.8663, -7.8372)
H (-5.7010, 3.5092, -10.2286)
H (2.9555, -4.2383, 10.9583)
H (7.9251, -0.6113, -1.1621)
H (-1.3378, 3.0490, 2.1731)
H (1.9882, 5.0781, 6.3422)
H (8.4908, -0.6677, 12.3187)
H (7.0460, -2.8475, 12.5984)
H (-7.2538, -2.6987, -4.0384)
H (-7.2828, -1.3077, -5.1816)
H (0.1897, 4.3934, 4.7283)
H (-8.8307, -4.3001, -10.8999)
H (0.2031, 3.6511, 0.0722)
H (-3.4521, 2.8026, -8.9894)
H (12.0154, -4.0138, 3.9250)
H (-4.8723, 1.3187, -10.6700)
H (-8.2385, -3.3925, -6.2497)
H (-8.7369, -4.1755, -4.7882)
H (2.8134, -0.6751, 11.6316)
H (8.7326, 0.1829, 4.1710)
H (-4.5959, 7.4114, -9.0854)
H (11.0830, -0.9845, 2.9632)
H (-4.4883, -1.0900, -8.0868)
H (6.1620, 1.0973, 0.9258)
H (7.8202, 0.9079, 0.8576)
H (-10.0456, -4.8366, -12.0298)
H (-12.3130, -3.6100, -8.0681)
H (5.1097, -1.4651, 9.8527)
H (8.3871, 1.8158, 12.2389)
H (0.0875, 0.3015, -0.6631)
H (0.9142, 2.1576, 0.5559)
H (-8.0029, -1.1678, -3.5417)
H (6.5516, -0.5584, 3.1469)
H (7.3778, -0.4602, 13.4304)
H (5.0436, -0.1452, 10.9993)
H (-9.6630, -3.0724, -11.9355)
H (2.5942, -2.9895, 12.1671)
H (-2.8812, 7.2200, -8.9790)
H (-10.1310, -3.2199, -8.0531)
H (-10.4580, -5.5057, -9.6395)
H (-3.2799, 3.0058, -7.2628)
H (8.2032, -2.0729, 2.7596)
H (7.1703, -2.4041, 10.9261)
H (-6.6485, 1.1724, -10.4457)
H (-0.5138, 1.7347, -1.7335)
H (-0.1484, 1.2844, 2.6612)
H (0.1071, 1.2615, 5.0732)
H (2.8533, 3.6519, 6.8999)
H (7.1272, 2.5950, 11.3993)
H (-6.8708, 2.8874, -9.1240)
H (12.5896, -4.1421, 2.2850)
H (-1.1780, 2.2562, 4.6353)

The calculation puts the energy above the lowest of the compared OMol25 structures with the same formula, charge and spin at 149.8 kcal/mol. The HOMO energy is -8.412 eV. Its SMILES is COCCNCCOC.COCCNCCOC.COCCNCCOC.COCCNCCOC.COCCNCCOC. The HOMO-LUMO gap is 9.0146 eV.

=====

3.
The following is a DFT calculation (ωB97M-V/def2-TZVPD) of a molecular structure, C31H96F3FeN12O17.

Cartesian coordinates (Å):
Fe (0.2794, -6.1294, 23.7758)
F (4.8555, -8.9883, 22.9456)
F (3.2335, -9.8185, 24.1443)
F (4.3440, -8.0328, 24.8038)
O (0.5432, -4.8938, 22.2773)
O (8.5123, -14.2922, 24.7842)
O (-0.5802, -7.5290, 22.5378)
O (1.1683, -17.1188, 22.8675)
O (2.7076, -4.7491, 16.7284)
O (-3.3253, -9.4653, 21.8093)
O (4.4064, -14.3522, 19.9755)
O (-0.2937, -7.3492, 25.3190)
O (2.8958, -4.0334, 22.8174)
O (2.0985, -6.8105, 23.6597)
O (6.9834, -7.9871, 26.2887)
O (2.3938, -5.3243, 26.6024)
O (1.9225, -8.5045, 22.2029)
O (1.2856, -8.2302, 17.1621)
O (-2.5640, -11.4237, 17.4452)
O (2.8357, -12.6374, 24.3334)
O (5.2813, -9.5822, 18.9721)
N (4.8469, -12.2567, 19.2114)
N (3.5982, -7.0328, 27.5064)
N (0.5157, -16.4382, 20.1321)
N (3.6633, -2.3930, 24.2114)
N (4.5722, -4.4584, 24.3349)
N (4.7286, -12.6655, 21.4569)
N (2.0178, -5.9843, 28.7599)
N (-1.0746, -10.2569, 23.3665)
N (-5.0409, -12.6683, 17.0697)
N (2.2588, -3.4707, 20.1331)
N (7.7091, -12.1801, 26.6395)
N (8.8312, -8.7565, 19.6613)
C (1.9949, -5.0933, 15.5674)
C (0.7386, -14.0818, 20.6141)
C (3.6709, -3.6575, 23.7132)
C (1.8793, -4.4586, 17.8291)
C (2.8072, -4.2917, 19.0336)
C (2.2780, -9.6669, 21.4273)
C (-1.2513, -10.8970, 17.4848)
C (-1.6772, -12.6234, 23.1703)
C (6.4767, -8.7753, 18.9678)
C (9.6968, -14.6445, 24.0753)
C (1.1733, -9.6507, 20.3763)
C (-4.0557, -13.3442, 17.8635)
C (-4.1966, -14.8446, 17.6502)
C (2.6124, -6.0981, 27.5440)
C (-3.6204, -9.2801, 20.4241)
C (2.8390, -7.7637, 22.9816)
C (6.2466, -11.3207, 24.8874)
C (1.1499, -15.4835, 21.0371)
C (7.5779, -9.4982, 19.7006)
C (7.3219, -9.8482, 21.1912)
C (2.5277, -17.4410, 22.6517)
C (-3.2148, -10.8201, 22.1744)
C (6.9447, -12.5421, 25.4015)
C (-1.8020, -11.2390, 22.5102)
C (4.6243, -13.1590, 20.1756)
C (7.9243, -13.0759, 24.3988)
C (3.2959, -5.6318, 19.5822)
C (0.8906, -15.7637, 22.5338)
C (4.3708, -9.1665, 17.9670)
C (3.8565, -8.6932, 23.7588)
C (-2.6075, -12.8238, 17.6985)
H (-3.7158, -11.5210, 21.5034)
H (0.6930, -17.3538, 20.5375)
H (6.7355, -8.6773, 17.9094)
H (1.2471, -5.3458, 17.9721)
H (-0.5524, -11.6674, 17.8168)
H (1.7451, -8.6956, 17.8668)
H (-3.5934, -8.2249, 20.1609)
H (1.3779, -8.8052, 16.3933)
H (-0.6920, -6.9594, 26.1153)
H (2.5320, -6.2808, 20.0095)
H (1.5191, -15.1210, 23.1542)
H (1.3294, -10.4325, 19.6302)
H (4.7263, -9.3347, 16.9452)
H (3.8240, -7.5933, 28.3048)
H (6.6264, -10.6842, 21.3106)
H (2.2435, -15.5412, 20.9641)
H (6.2569, -13.3240, 25.7297)
H (-3.5835, -15.4082, 18.3631)
H (8.3997, -11.5166, 26.3023)
H (-2.0192, -13.4252, 22.5214)
H (4.1957, -8.0985, 18.1165)
H (8.7096, -12.3469, 24.1473)
H (4.0595, -5.3645, 20.3203)
H (-0.3360, -13.9917, 20.8026)
H (2.9998, -1.8282, 23.7024)
H (-1.2606, -11.2375, 21.5564)
H (3.4012, -7.2720, 22.1774)
H (9.5779, -9.2959, 20.0789)
H (-0.6623, -12.7091, 23.5532)
H (1.1939, -13.3590, 21.3026)
H (-0.5788, -8.5176, 22.6347)
H (-2.1890, -13.3514, 16.8298)
H (2.6896, -11.6945, 24.4678)
H (1.4025, -6.0011, 15.7400)
H (-0.7370, -10.7068, 24.2152)
H (10.4080, -13.8164, 24.1153)
H (1.1694, -8.6623, 19.9143)
H (4.8163, -5.3705, 24.0021)
H (-3.7873, -10.9340, 23.1083)
H (6.9133, -9.0429, 21.7964)
H (4.8393, -12.5438, 18.2474)
H (-4.8916, -11.6671, 16.9982)
H (3.2101, -9.5436, 20.8695)
H (0.9865, -13.8465, 19.5816)
H (2.6632, -5.3591, 14.7510)
H (2.8665, -18.2784, 23.2569)
H (6.3350, -7.7588, 19.3489)
H (1.3849, -4.3629, 22.3338)
H (0.9460, -16.4088, 19.2173)
H (5.9989, -11.4465, 23.8259)
H (-5.2174, -15.0823, 17.9498)
H (-1.9489, -13.0945, 18.5299)
H (9.4259, -14.9046, 23.0487)
H (-4.5764, -9.7072, 20.1174)
H (4.9511, -4.0913, 25.1852)
H (3.1851, -12.9580, 25.1732)
H (2.8882, -3.6059, 20.9256)
H (2.4636, -2.5031, 19.8929)
H (5.3480, -11.0519, 25.4350)
H (4.2925, -2.0389, 24.9019)
H (0.1625, -9.7924, 20.7625)
H (3.8666, -6.1022, 18.7803)
H (1.2585, -3.5689, 17.6851)
H (-0.9881, -10.5861, 16.4700)
H (-3.9368, -15.3298, 16.7085)
H (-1.1375, -9.9968, 18.0938)
H (4.8925, -11.2429, 19.3325)
H (-0.3540, -8.3072, 25.4483)
H (10.0375, -15.5169, 24.6269)
H (3.1870, -16.6047, 22.9211)
H (4.3672, -13.3081, 22.1443)
H (0.1682, -4.6787, 21.4053)
H (-4.9720, -12.9785, 16.1038)
H (2.7492, -17.6128, 21.5949)
H (4.7911, -11.6782, 21.6178)
H (-2.8686, -9.7803, 19.8032)
H (6.8126, -7.2224, 25.7303)
H (8.1844, -12.9902, 27.0158)
H (7.2126, -8.6924, 25.6747)
H (3.9830, -7.1251, 26.5911)
H (-2.3345, -12.6005, 24.0463)
H (-4.3070, -13.2291, 18.9254)
H (1.2498, -5.3482, 28.8770)
H (3.6487, -3.7298, 18.6141)
H (8.2405, -10.2833, 21.5849)
H (2.2723, -6.5657, 29.5364)
H (7.7594, -10.4297, 19.1489)
H (1.3039, -4.3141, 15.2354)
H (3.4836, -9.7938, 18.0696)
H (2.2226, -10.5445, 22.0686)
H (-1.8362, -9.7180, 23.7981)
H (-1.0879, -7.3573, 21.7305)
H (9.0959, -8.6375, 18.6871)
H (-0.1835, -15.6129, 22.6613)
H (6.9792, -10.5160, 24.7601)
H (7.4221, -13.2848, 23.4377)

Its multiplicity is 6. Its total charge is +2. The HOMO energy (alpha / beta) is -11.837 / -11.837 eV. The HOMO-LUMO gap (alpha / beta) is 5.0979 / 2.4980 eV.

=====

4.
The following is a DFT calculation (ωB97M-V/def2-TZVPD) of 2 unconnected molecules or ions with the total composition CHNO5S3.

Cartesian coordinates (Å):
S (1.1667, 0.1243, -1.3301)
S (3.5967, -0.9861, -0.2907)
S (-0.6307, -1.8910, -0.2433)
O (-4.1987, -0.9312, -0.2942)
O (-4.8235, -3.0146, -0.8743)
O (3.2213, -1.3973, 1.0384)
O (3.1317, -1.8348, -1.3798)
O (2.4724, 0.6206, -0.7631)
N (0.5829, -0.8427, -0.1832)
C (-4.5651, -1.9579, -0.5761)
H (1.0729, -0.9828, 0.7959)

The calculation puts the energy above the lowest of the compared OMol25 structures with the same formula, charge and spin at 12.6 kcal/mol. The HOMO energy (alpha / beta) is -9.579 / -9.751 eV. The HOMO-LUMO gap (alpha / beta) is 7.3657 / 7.3210 eV.

=====

5.
The following is a DFT calculation (ωB97M-V/def2-TZVPD) of 2 unconnected molecules or ions with the total composition C6H12N.

Cartesian coordinates (Å):
N (-1.1107, 0.0800, -0.8888)
C (0.5104, 1.0607, 2.0342)
C (2.1617, -1.4866, -0.0389)
C (1.7833, -0.2906, 0.3990)
C (1.0450, -0.0949, 1.6511)
C (-2.5621, -0.0907, -0.8248)
C (-0.4962, 0.7740, -1.7445)
H (2.1444, 0.5985, -0.1110)
H (-2.9368, 0.4643, 0.0315)
H (-2.7617, -1.1497, -0.6877)
H (1.8606, -2.3797, 0.4926)
H (0.0030, 1.1446, 2.9855)
H (0.5864, 0.7804, -1.7340)
H (-0.5492, -0.3518, -0.1462)
H (-1.0617, 1.3128, -2.4962)
H (-2.9945, 0.2653, -1.7506)
H (2.7899, -1.6292, -0.9055)
H (0.6105, 1.9544, 1.4330)
H (0.9777, -0.9618, 2.3014)

The calculation puts the energy above the lowest of the compared OMol25 structures with the same formula, charge and spin at 43.7 kcal/mol. Its total charge is +1. The HOMO energy is -12.905 eV. The HOMO-LUMO gap is 8.0599 eV.

=====

6.
The following is a DFT calculation (ωB97M-V/def2-TZVPD) of 2 unconnected molecules or ions with the total composition C6H15N2.

Cartesian coordinates (Å):
N (-0.5366, -0.4193, -2.0582)
N (-0.3622, -0.4632, 0.7040)
C (-0.4384, -1.7009, -2.6570)
C (-1.1667, 0.4915, -2.6632)
C (-1.4915, -2.4534, -2.9522)
C (1.8348, 1.8115, 2.9021)
C (0.6363, 0.6224, 1.0293)
C (0.7183, 0.8475, 2.5208)
H (-1.2913, 1.4883, -2.2496)
H (0.8537, -0.1058, 3.0427)
H (1.8315, 1.9554, 3.9812)
H (-0.5102, -0.5223, -0.3573)
H (0.2697, 1.5025, 0.5059)
H (1.7142, 2.7872, 2.4322)
H (0.5877, -2.0059, -2.8290)
H (-2.4871, -2.0857, -2.7421)
H (2.8168, 1.4276, 2.6261)
H (1.5922, 0.2741, 0.6438)
H (-0.2329, 1.2342, 2.9065)
H (-0.0823, -1.3694, 1.0739)
H (-1.2499, -0.2311, 1.1484)
H (-1.6184, 0.3618, -3.6477)
H (-1.3878, -3.4470, -3.3607)

The calculation puts the energy above the lowest of the compared OMol25 structures with the same formula, charge and spin at 40.4 kcal/mol. Its total charge is +1. The HOMO energy is -13.319 eV. The HOMO-LUMO gap is 10.3584 eV.